A 2-piece molecular cluster, C4H6O2 overall, computed with ωB97M-V with the def2-TZVPD basis set.

The HOMO energy comes out at -9.61 eV. The energy is -8337.383 eV. The LUMO energy is 0.770 eV. Its energy relative to the best compared isomer or geometry (same formula, charge and spin) is 71.0 kcal per mole.

Cartesian coordinates (Å):
O (0.94, 0.39, -1.42)
C (-0.13, 0.32, -0.87)
C (-1.42, -0.37, -0.78)
C (-1.07, 0.86, 0.11)
H (-2.13, -0.23, -1.60)
H (-1.48, -1.34, -0.30)
H (-1.54, 1.81, -0.10)
H (-0.89, 0.67, 1.17)
C (1.95, -0.51, 0.92)
O (2.12, 0.40, 1.68)
H (2.68, -0.81, 0.15)
H (1.01, -1.11, 0.94)